Record 1
Formula: C27H29FN4O4
Source: the OMol25 dataset
Level of theory: the ωB97M-V functional and the def2-TZVPD basis

ORCA input file:
```
! RIJCOSX wB97M-V def2-TZVPD def2/J DEFGRID3
* xyz 0 1
C -0.663 -1.198 -5.773
C -0.543 -0.517 -4.448
C -0.984 -1.100 -3.267
C -0.855 -0.460 -2.049
C -0.271 0.801 -1.979
N -0.143 1.449 -0.728
C 1.031 1.804 -0.154
O 1.084 2.311 0.951
C 2.326 1.587 -0.946
N 2.391 0.315 -1.621
C 2.017 -0.816 -0.977
O 1.739 -0.834 0.207
C 1.936 -2.001 -1.839
C 1.538 -3.278 -1.541
C 1.566 -3.992 -2.758
C 1.975 -3.101 -3.705
O 2.202 -1.897 -3.165
C -1.398 1.629 0.017
C -1.641 0.502 1.047
O -2.620 -0.215 0.948
N -0.729 0.414 2.016
C -0.767 -0.624 3.030
C 0.106 -0.198 4.205
C 0.117 -1.275 5.286
C 0.614 -2.597 4.711
C -0.269 -3.031 3.546
C -0.287 -1.962 2.459
C -1.479 3.019 0.603
C -1.921 3.277 1.894
C -1.988 4.590 2.331
C -1.615 5.599 1.458
N -1.214 5.368 0.219
C -1.154 4.118 -0.191
C 0.140 1.429 -3.150
C 0.007 0.757 -4.349
F 0.439 1.372 -5.472
H 0.242 -1.053 -6.360
H -1.491 -0.772 -6.338
H -0.843 -2.262 -5.643
H -1.429 -2.083 -3.303
H -1.201 -0.937 -1.146
H 3.129 1.663 -0.203
H 2.450 2.393 -1.670
H 2.570 0.282 -2.612
H 1.263 -3.641 -0.573
H 1.317 -5.022 -2.908
H 2.142 -3.203 -4.759
H -2.205 1.530 -0.722
H 0.087 1.013 1.983
H -1.812 -0.731 3.347
H -0.261 0.745 4.616
H 1.123 -0.036 3.841
H 0.757 -0.961 6.112
H -0.895 -1.408 5.677
H 0.612 -3.365 5.488
H 1.641 -2.475 4.360
H 0.098 -3.972 3.130
H -1.286 -3.199 3.906
H -0.959 -2.258 1.652
H 0.710 -1.825 2.038
H -2.212 2.468 2.547
H -2.323 4.821 3.330
H -1.643 6.640 1.753
H -0.828 3.981 -1.215
H 0.556 2.424 -3.141
*
```

Properties
max |F|: 1.28 eV/Å
calculated total energy: -45339.2364 eV
SMILES string: Cc1ccc(N(C(=O)CNC(=O)c2ccco2)[C@@H](C(=O)NC2CCCCC2)c2cccnc2)cc1F
gap between HOMO and LUMO: 9.42 eV

=====

Record 2
Formula: C4H12O2
Source: the OMol25 dataset
Level of theory: the ωB97M-V functional and the def2-TZVPD basis

ORCA input file:
```
! RIJCOSX wB97M-V def2-TZVPD def2/J DEFGRID3
* xyz 0 1
C 15.339 -24.415 -15.315
C 14.183 -23.431 -15.086
O 13.253 -23.470 -16.151
H 15.553 -24.511 -16.382
H 15.016 -25.430 -15.055
H 16.236 -24.172 -14.750
H 14.533 -22.404 -14.990
H 13.732 -23.688 -14.118
H 12.982 -24.391 -16.278
C 12.127 -28.477 -17.740
C 12.479 -27.052 -18.170
O 12.380 -26.141 -17.094
H 11.994 -29.191 -18.551
H 11.181 -28.453 -17.190
H 12.872 -28.871 -17.043
H 11.766 -26.826 -18.976
H 13.480 -26.952 -18.580
H 11.451 -25.988 -16.890
*
```

Properties
max |F|: 1.31 eV/Å
calculated total energy: -8436.9658 eV
SMILES string: CCO.CCO
gap between HOMO and LUMO: 10.62 eV

=====

Record 3
Formula: C43H37Cl5N3O3PS3Se2Ta
Source: the OMol25 dataset
Level of theory: the ωB97M-V functional and the def2-TZVPD basis

ORCA input file:
```
! RIJCOSX wB97M-V def2-TZVPD def2/J DEFGRID3
* xyz 3 1
Ta -0.798 -0.423 -0.643
C -2.935 0.883 3.952
N -1.478 0.913 4.080
C -0.787 0.866 5.272
C 0.514 0.948 4.981
N 0.634 1.060 3.597
C -0.621 1.006 3.052
S -1.197 1.215 1.447
C 1.915 1.301 2.953
C 2.991 1.682 3.748
C 4.212 1.898 3.137
C 4.320 1.740 1.767
C 3.181 1.380 1.071
N 1.994 1.165 1.648
H -3.358 0.551 4.894
H -3.217 0.199 3.160
H -3.313 1.873 3.712
H -1.284 0.792 6.226
H 1.359 0.929 5.645
H 2.889 1.830 4.814
H 5.068 2.198 3.731
H 5.263 1.882 1.255
H 3.207 1.239 -0.007
Cl -1.400 -5.126 -6.325
C -1.022 -4.163 -4.973
C -1.928 -3.189 -4.549
Cl -3.417 -2.941 -5.341
C -1.588 -2.416 -3.459
Cl -2.613 -1.174 -2.811
C -0.387 -2.581 -2.789
O -0.156 -1.766 -1.731
C 0.507 -3.548 -3.197
Cl 1.980 -3.715 -2.338
C 0.190 -4.346 -4.295
Cl 1.287 -5.539 -4.807
O -1.854 1.186 -1.148
S -2.617 2.550 -1.371
C -2.223 2.936 -3.100
C -0.739 3.205 -3.415
C -0.182 2.345 -4.550
C -0.028 0.871 -4.224
S 1.242 0.337 -3.028
O 0.731 0.814 -1.617
C 2.544 1.451 -3.450
C 2.875 2.526 -2.643
C 3.917 3.352 -3.042
C 4.603 3.094 -4.223
C 4.262 2.002 -5.015
C 3.230 1.162 -4.626
C -1.783 3.898 -0.567
C -2.614 4.993 -0.361
C -2.071 6.156 0.165
C -0.722 6.204 0.491
C 0.087 5.084 0.309
C -0.436 3.918 -0.223
H -2.852 3.811 -3.285
H -2.643 2.103 -3.674
H -0.131 3.057 -2.528
H -0.625 4.251 -3.692
H 0.777 2.762 -4.855
H -0.838 2.406 -5.423
H 0.240 0.306 -5.123
H -0.951 0.448 -3.829
H 2.330 2.722 -1.726
H 4.194 4.202 -2.430
H 5.417 3.743 -4.526
H 4.804 1.800 -5.931
H 2.966 0.296 -5.229
H -3.673 4.943 -0.607
H -2.704 7.020 0.324
H -0.302 7.117 0.895
H 1.137 5.119 0.581
H 0.187 3.044 -0.330
Se -2.645 -1.829 0.507
P -0.937 -2.776 1.562
Se 0.864 -1.676 0.945
C -1.103 -2.626 3.356
C -2.361 -2.613 3.953
C -2.461 -2.705 5.336
C -1.315 -2.811 6.111
C -0.059 -2.818 5.514
C 0.054 -2.724 4.134
C -0.894 -4.533 1.250
C 0.288 -5.156 0.861
C 0.320 -6.541 0.777
C -0.814 -7.282 1.079
C -1.997 -6.649 1.455
C -2.045 -5.269 1.543
H -3.256 -2.564 3.344
H -3.438 -2.720 5.805
H -1.400 -2.905 7.188
H 0.833 -2.922 6.120
H 1.028 -2.765 3.663
H 1.168 -4.566 0.630
H 1.232 -7.043 0.478
H -0.782 -8.362 1.021
H -2.880 -7.235 1.683
H -2.965 -4.770 1.831
*
```

Properties
max |F|: 2.55 eV/Å
calculated total energy: -292435.7150 eV
gap between HOMO and LUMO: 6.29 eV